(1)
Density functional theory data (the ωB97M-V functional and the def2-TZVPD basis) for a structure of composition C21H20Cl5MnN7OS.

The geometry in XYZ format:
```
56
Properties=species:S:1:pos:R:3:forces:R:3:lowdin_charge:R:1
Mn 1.313 -1.436 -0.952 0.60 0.10 -0.15 0.4952
C -3.770 -4.169 -0.370 0.00 -0.03 -0.02 -0.0874
C -3.874 -3.077 0.685 -0.04 -0.01 0.13 -0.2839
N -3.429 -1.773 0.219 -0.03 0.05 -0.18 -0.0133
C -2.139 -1.422 -0.004 0.05 -0.14 -0.25 -0.6556
S -0.908 -2.525 0.632 0.75 0.78 0.69 1.0195
N -1.925 -0.383 -0.736 -0.09 0.11 0.44 0.0125
N -0.623 -0.058 -1.027 -0.06 0.34 -0.29 0.0165
C -0.514 1.131 -1.519 0.23 -0.22 -0.19 -0.2564
C -1.666 2.084 -1.615 -0.02 -0.05 0.01 -0.0257
C 0.799 1.521 -2.109 -0.03 0.00 0.25 -0.2278
C 1.081 2.833 -2.472 0.02 0.01 -0.01 -0.0151
C 2.297 3.113 -3.075 0.04 -0.11 -0.01 -0.0520
C 3.180 2.075 -3.322 -0.07 0.04 0.03 -0.0393
C 2.831 0.800 -2.895 0.13 0.04 -0.16 -0.1208
N 1.690 0.543 -2.280 -0.53 -0.21 -0.14 0.0598
H -4.100 -5.123 0.040 -0.01 -0.02 0.00 0.0763
H -2.742 -4.288 -0.717 0.00 0.00 0.02 0.0602
H -4.391 -3.936 -1.236 0.00 0.01 -0.01 0.0759
H -3.297 -3.338 1.571 -0.01 0.00 -0.01 0.0893
H -4.909 -2.953 1.007 0.02 -0.02 -0.01 0.1151
H -4.068 -1.275 -0.385 -0.01 0.04 0.05 0.1404
H -2.577 1.531 -1.825 0.01 0.01 -0.01 0.0721
H -1.507 2.832 -2.386 0.01 0.02 0.00 0.0681
H -1.817 2.591 -0.658 -0.01 0.02 -0.01 0.0920
H 0.375 3.627 -2.281 -0.01 0.00 0.01 0.1047
H 2.542 4.128 -3.359 0.01 0.01 -0.01 0.1089
H 4.122 2.239 -3.825 0.01 0.01 0.00 0.1059
H 3.494 -0.044 -3.034 -0.03 0.01 0.00 0.1165
Cl -1.663 -0.138 2.874 0.08 -0.01 0.03 0.7050
C -0.030 -0.685 2.665 -0.32 0.04 0.18 -0.6938
C 0.308 -1.509 1.601 -0.53 -0.80 -0.53 -0.5659
C 1.607 -1.885 1.286 -0.25 0.14 0.01 -0.2350
Cl 1.485 -2.948 -2.705 -0.06 0.11 0.12 -0.2002
C 2.536 -1.564 2.265 0.29 -0.21 -0.09 -0.6965
Cl 4.175 -2.160 2.072 -0.04 0.01 0.04 0.6965
C 2.254 -0.808 3.396 -0.09 0.00 0.03 -0.7169
Cl 3.452 -0.474 4.590 0.05 0.06 0.01 0.6739
C 0.962 -0.298 3.563 -0.07 -0.17 -0.21 -0.7278
Cl 0.586 0.742 4.883 0.01 0.06 0.01 0.6740
C 5.844 0.392 0.340 0.07 -0.07 0.00 -0.0129
N 4.568 0.937 0.782 -0.02 -0.03 -0.12 -0.0299
C 4.484 1.886 1.737 -0.07 0.09 0.08 -0.0420
C 3.297 2.421 2.107 0.06 -0.08 -0.03 0.0007
C 2.148 1.924 1.428 0.03 -0.03 -0.01 -0.3730
N 2.219 0.966 0.529 -0.04 0.05 -0.06 0.2021
C 3.412 0.423 0.191 0.10 0.06 0.05 -0.5287
O 3.521 -0.501 -0.617 -0.05 -0.03 0.28 -0.0471
N 0.926 2.456 1.674 0.00 0.00 -0.01 0.1813
H 6.640 0.848 0.923 -0.01 0.00 0.00 0.0929
H 5.991 0.603 -0.718 -0.01 0.01 0.01 0.0992
H 5.845 -0.686 0.481 0.02 0.03 -0.01 0.0604
H 5.420 2.188 2.187 0.00 0.01 -0.01 0.1354
H 3.231 3.168 2.880 0.01 0.02 0.01 0.1126
H 0.786 2.958 2.533 -0.01 0.01 0.02 0.0990
H 0.142 1.919 1.337 -0.06 -0.03 0.00 0.0851
```
Positions in Å, forces in eV/Å.

Calculated values
LUMO level (spin up / spin down) (eV): -0.34 / -0.39
Multiplicity: 6
E_HOMO (spin up / spin down) (eV): -7.8 / -8.3

(2)
Density functional theory data (the ωB97M-V functional and the def2-TZVPD basis) for a structure of composition C28H23N4O3S4W.

The geometry in XYZ format:
```
63
Properties=species:S:1:pos:R:3:forces:R:3:lowdin_charge:R:1
W -1.451 1.604 0.805 -0.22 -0.45 -1.44 1.1297
O -0.508 -0.163 0.183 0.01 0.32 0.37 -0.4451
N -1.180 -1.354 0.519 -0.05 -0.02 -0.01 -0.2218
C -0.603 -3.841 0.186 0.07 -0.05 -0.05 -0.1477
C -1.476 -4.269 -0.954 0.12 -0.03 0.09 -0.0935
C -2.314 -3.475 -1.616 -0.15 0.22 0.00 -0.0852
C -2.716 -2.093 -1.322 -0.01 -0.32 -0.16 -0.1165
C -2.393 -1.229 -0.362 0.09 0.04 0.33 -0.6374
S -3.253 0.279 -0.083 0.03 -0.16 0.22 0.6500
H -1.050 -4.069 1.159 0.03 0.02 -0.01 0.1163
H -1.381 -5.298 -1.282 0.01 0.02 0.01 0.1077
H -2.841 -3.910 -2.457 -0.01 0.04 0.00 0.1077
H -3.516 -1.722 -1.953 0.02 -0.03 -0.01 0.1103
C -3.501 -3.017 1.663 -0.03 0.14 0.02 -0.0242
C -2.508 -2.230 2.489 0.01 -0.06 -0.04 -0.1823
C -2.718 -2.292 3.865 0.05 -0.07 0.03 -0.0375
C -1.893 -1.642 4.758 -0.03 -0.03 0.03 -0.0461
C -0.838 -0.898 4.283 -0.01 0.05 0.12 -0.0136
C -0.604 -0.759 2.923 0.05 0.04 -0.16 -0.1808
N 0.429 0.142 2.539 -0.17 -0.10 0.19 0.0544
C 0.851 1.192 3.399 0.08 -0.14 -0.03 -0.2203
C 2.126 1.182 3.948 0.03 0.00 0.11 -0.0145
C 2.584 2.260 4.692 -0.01 -0.02 0.01 -0.0690
C 1.770 3.364 4.895 -0.02 -0.03 -0.04 -0.0690
C 0.508 3.396 4.319 0.01 0.04 0.08 -0.0068
C 0.041 2.319 3.582 -0.13 0.20 0.03 -0.0881
C -1.250 2.424 2.833 0.07 0.59 0.54 -0.6522
O -2.182 1.578 2.952 0.09 -0.10 -0.16 -0.0409
O -1.357 3.354 1.899 0.35 -0.48 0.51 -0.1626
C -1.444 -1.450 2.014 -0.03 0.10 -0.25 -0.0681
C -0.174 -2.395 0.091 -0.16 0.01 0.03 -0.0762
H -3.936 -3.788 2.297 -0.03 0.03 0.00 0.0873
H -3.088 -3.511 0.794 0.03 0.00 -0.04 0.0462
H -4.307 -2.362 1.325 0.02 -0.01 -0.03 0.0947
H -3.545 -2.889 4.227 0.02 0.03 0.00 0.1150
H -2.067 -1.722 5.823 0.00 0.01 -0.02 0.1139
H -0.185 -0.372 4.968 -0.02 -0.02 -0.01 0.1241
H 1.166 -0.272 1.990 -0.03 0.21 -0.14 0.1358
H 2.759 0.317 3.790 0.00 0.01 0.00 0.1176
H 3.580 2.233 5.116 -0.02 0.00 -0.01 0.1069
H 2.124 4.207 5.473 0.00 -0.01 -0.01 0.1064
H -0.118 4.274 4.420 0.01 -0.01 0.00 0.1271
H 0.684 -2.189 0.726 0.02 -0.03 0.04 0.1339
H 0.081 -2.125 -0.930 0.01 0.00 -0.02 0.1191
H 0.324 -4.418 0.154 -0.02 -0.04 -0.01 0.1261
S 0.961 -1.125 -5.062 0.06 0.07 -0.07 0.5719
C 0.879 0.194 -4.058 0.09 0.20 -0.08 -1.0894
S -0.133 0.160 -2.664 -0.27 -0.06 0.28 1.0082
C 0.315 1.788 -2.258 -0.12 0.18 0.23 -1.0076
N 1.141 2.314 -3.090 0.08 -0.36 -0.10 0.0060
N 1.476 1.415 -4.087 0.10 0.15 -0.18 -0.1318
C 2.365 1.934 -5.085 -0.03 -0.11 0.04 -0.1912
C 2.403 3.309 -5.289 -0.07 0.06 -0.03 -0.0223
C 3.262 3.835 -6.238 0.04 0.01 -0.04 -0.0827
C 4.089 3.005 -6.986 -0.08 0.04 0.07 -0.0941
C 4.050 1.640 -6.764 -0.01 -0.07 0.01 -0.0807
C 3.194 1.095 -5.815 0.12 -0.03 -0.01 -0.0481
S -0.307 2.772 -0.945 0.02 -0.01 -0.21 0.5686
H 1.766 3.956 -4.702 0.03 -0.04 -0.02 0.1059
H 3.281 4.906 -6.392 0.01 0.00 -0.01 0.1024
H 4.757 3.420 -7.728 -0.01 0.01 0.01 0.0999
H 4.692 0.976 -7.328 0.00 0.02 0.00 0.1040
H 3.180 0.031 -5.646 -0.02 0.01 0.00 0.0505
```
Positions in Å, forces in eV/Å.

Calculated values
LUMO level (spin up / spin down) (eV): 0.01 / -0.65
Multiplicity: 4
E_HOMO (spin up / spin down) (eV): -7.0 / -7.6

(3)
Density functional theory data (the ωB97M-V functional and the def2-TZVPD basis) for a structure of composition C6H24Fe2O18S3.

The geometry in XYZ format:
```
53
Properties=species:S:1:pos:R:3:forces:R:3:lowdin_charge:R:1
Fe 0.576 1.885 1.199 -0.33 1.94 2.29 0.9793
Fe 3.020 -1.491 -0.960 -1.38 1.28 0.55 1.1734
S 3.599 0.771 0.280 -0.20 2.90 -0.13 0.3928
O 3.200 0.414 -1.118 -0.69 0.67 -4.19 -0.3424
O 2.485 1.449 0.924 1.86 -0.24 0.04 -0.2820
O 3.645 -0.654 0.635 1.25 -3.66 3.48 -0.3291
O 4.845 1.445 0.287 0.09 0.00 0.53 -0.1966
S 0.740 3.206 3.638 -0.44 0.26 0.65 0.3357
O 0.755 1.787 3.172 0.05 -4.50 1.68 -0.3715
O 0.710 3.589 2.181 0.17 3.69 -2.64 -0.3953
O -0.497 3.591 4.281 0.23 -0.18 -0.11 -0.3039
O 1.935 3.566 4.349 -0.03 0.08 -0.34 -0.2873
S 0.083 -0.498 -0.024 0.36 4.92 1.50 0.4487
O 1.216 -1.391 -0.407 -1.04 -1.35 -0.54 -0.3461
O 0.196 -0.130 1.382 -0.38 -3.15 2.52 -0.3011
O 0.316 0.905 -0.495 -0.02 -0.88 -3.87 -0.3660
O -1.234 -0.928 -0.427 0.85 -1.17 -0.86 -0.2627
C 2.916 -3.343 1.460 0.54 0.51 0.94 -0.0476
O 3.220 -3.291 0.050 -0.15 -0.09 -1.00 -0.1672
H 2.483 -4.303 1.730 0.06 0.00 -0.15 0.1067
H 3.865 -3.141 1.958 -0.20 -0.30 0.29 0.1023
H 2.245 -2.531 1.730 -0.14 -0.09 -0.33 0.0895
H 3.473 -4.167 -0.256 0.02 0.06 -0.09 0.1258
C -2.166 -3.633 -2.185 0.60 0.34 1.55 -0.1373
O -1.383 -3.434 -0.989 0.28 0.21 -0.77 -0.1757
H -1.573 -3.468 -3.089 -0.14 0.15 -0.12 0.0567
H -2.496 -4.669 -2.172 -0.33 0.13 -0.11 0.0771
H -2.965 -2.901 -2.055 -0.49 -0.39 -0.91 0.0790
H -1.345 -2.449 -0.872 0.00 -1.31 0.13 -0.0080
C -4.533 -0.952 0.462 0.01 -0.78 0.53 -0.1546
O -3.413 -0.126 0.665 0.47 0.17 -0.09 -0.1440
H -4.348 -2.016 0.659 0.48 0.01 -0.05 0.0791
H -5.261 -0.706 1.234 -0.30 0.38 -0.42 0.0805
H -4.922 -0.914 -0.558 -0.23 0.41 0.07 0.0766
H -2.609 -0.485 0.224 -0.97 0.15 0.32 0.0163
C -0.450 3.700 -1.222 0.18 -0.43 0.60 -0.0854
O 0.699 3.498 -0.378 -0.37 0.16 -0.74 -0.1601
H -0.170 3.545 -2.263 -0.19 0.15 -0.06 0.0890
H -1.156 2.934 -0.908 -0.11 0.04 -0.26 0.0685
H -0.889 4.678 -1.024 0.08 0.08 -0.23 0.0934
H 1.408 4.054 -0.710 0.22 -0.04 0.44 0.1151
C 0.973 -1.816 -3.410 -1.01 -0.52 -0.82 -0.0758
O 2.195 -1.303 -2.888 0.85 -0.29 -0.06 -0.1601
H 0.767 -2.811 -3.021 0.22 0.12 0.32 0.0897
H 0.111 -1.180 -3.206 0.25 0.19 0.35 0.1015
H 1.042 -1.912 -4.495 0.21 0.03 0.03 0.1007
H 2.543 -0.619 -3.471 -0.01 0.15 0.21 0.1291
C -2.376 3.074 1.744 -0.72 0.10 0.10 -0.0811
O -1.526 1.977 1.396 -0.51 -0.02 0.08 -0.1798
H -2.830 2.969 2.731 0.59 -0.15 0.23 0.0951
H -1.785 3.983 1.718 -0.11 -0.01 -0.10 0.0863
H -3.239 3.054 1.071 0.28 0.40 -0.36 0.0906
H -2.093 1.189 1.442 0.28 -0.16 -0.08 0.0824
```
Positions in Å, forces in eV/Å.

Calculated values
LUMO level (spin up / spin down) (eV): -1.71 / -3.45
Multiplicity: 11
E_HOMO (spin up / spin down) (eV): -8.3 / -8.3

(4)
Density functional theory data (the ωB97M-V functional and the def2-TZVPD basis) for a cluster of 2 separate species, C4H10O in total.

The geometry in XYZ format:
```
15
Properties=species:S:1:pos:R:3:forces:R:3:lowdin_charge:R:1
C 1.472 1.783 0.147 0.07 0.00 0.00 -0.1343
C 0.094 1.206 0.305 -0.06 -0.22 0.09 -0.1721
C -0.133 -0.078 0.568 0.25 0.29 -0.02 -0.2165
O -1.382 -0.574 0.775 -0.03 0.12 0.00 -0.1418
C -1.470 -1.982 0.788 -0.05 -0.28 0.03 -0.1025
H 2.214 0.998 -0.039 -0.12 0.10 0.07 0.0686
H 1.514 2.483 -0.694 -0.02 -0.12 0.10 0.0654
H 1.785 2.333 1.044 -0.07 -0.06 -0.16 0.0701
H -0.761 1.874 0.217 0.09 -0.09 0.05 0.1099
H 0.684 -0.798 0.670 -0.13 0.09 -0.05 0.1257
H -2.485 -2.231 1.101 0.15 0.01 -0.05 0.0892
H -1.286 -2.409 -0.207 -0.01 0.09 0.13 0.0911
H -0.758 -2.419 1.502 -0.10 0.07 -0.10 0.0882
H 0.961 0.296 -2.767 -0.03 -0.03 -0.02 0.0414
H 0.504 0.202 -2.186 0.06 0.02 -0.07 0.0176
```
Positions in Å, forces in eV/Å.

Calculated values
LUMO level (eV): 1.16
E_HOMO (eV): -8.5
SMILES: C/C=C/OC.[H][H]

(5)
Density functional theory data (the ωB97M-V functional and the def2-TZVPD basis) for the ion C3H8N3O with charge +1.

The geometry in XYZ format:
```
15
Properties=species:S:1:pos:R:3:forces:R:3:lowdin_charge:R:1
H 2.991 0.681 -1.235 -0.80 0.09 0.20 0.0925
N 2.067 0.332 -0.929 0.66 1.07 -2.02 0.1363
C 2.200 -0.385 0.063 -2.51 -0.36 -0.53 -0.2867
N 1.153 -1.043 0.688 -2.41 1.90 -0.78 0.1000
O -0.141 -1.360 0.013 1.72 0.74 0.45 0.0741
C -1.067 -0.410 -0.116 0.72 -0.75 -0.37 -0.2661
C -0.858 1.011 0.314 -1.85 -1.58 0.17 0.0589
N -2.157 -0.934 -0.629 -0.17 3.23 0.84 0.2847
H 3.025 -0.527 0.652 2.48 -0.52 1.41 0.1181
H 1.440 -1.786 1.242 -0.28 -2.04 0.95 0.1217
H -0.188 1.555 -0.313 0.30 0.27 -0.72 0.0933
H -0.403 0.883 1.258 0.76 0.21 1.28 0.0880
H -1.849 1.449 0.489 0.41 0.25 -0.39 0.1157
H -2.193 -1.814 -0.973 0.71 -3.76 -0.86 0.1060
H -3.046 -0.516 -0.849 0.26 1.26 0.38 0.1635
```
Positions in Å, forces in eV/Å.

Calculated values
LUMO level (eV): -3.96
Total charge: +1
E_HOMO (eV): -14.2
SMILES: [H]/N=C/NOC(C)=[NH2+]

(6)
Density functional theory data (the ωB97M-V functional and the def2-TZVPD basis) for a cluster of 2 separate species, C6H10N2O2S in total.

The geometry in XYZ format:
```
21
Properties=species:S:1:pos:R:3:forces:R:3:lowdin_charge:R:1
C -2.160 1.428 -1.279 0.22 0.12 -0.82 0.0381
C -0.887 1.141 -0.872 0.35 1.12 -1.14 -0.2870
C -3.045 0.534 -0.575 0.35 0.60 -0.60 -0.5129
C 0.469 1.651 -1.349 -1.61 0.37 -1.57 -0.0162
C 1.579 -1.935 2.178 2.02 2.73 3.62 -0.4344
C 0.248 -0.326 0.598 -0.97 -0.90 0.46 -0.3161
N -2.224 -0.233 0.246 2.22 -0.25 -2.34 0.1494
N -0.883 0.137 0.050 -0.77 2.63 -1.71 -0.1844
O -4.234 0.357 -0.623 -1.24 -0.03 0.13 0.0525
O 0.209 -0.916 -2.941 -1.72 -0.24 -0.10 -0.0959
S -0.063 -1.436 1.808 0.64 -0.62 1.30 0.9018
H -2.445 2.068 -2.129 0.16 -0.34 0.86 0.1222
H 0.469 2.553 -2.097 -0.23 -1.48 1.99 0.1328
H 0.879 0.821 -1.898 0.40 -0.30 -0.26 0.0401
H 1.067 1.712 -0.475 0.92 0.92 0.73 0.0546
H 1.947 -2.706 1.636 0.65 -2.79 -1.56 -0.0108
H 1.741 -2.071 3.293 -0.80 -0.54 -1.25 0.0664
H 2.392 -1.160 2.076 -1.33 -0.04 -0.46 0.0684
H -0.272 -0.160 -3.365 0.43 -1.17 0.54 0.0607
H -2.484 -0.502 1.121 -0.85 -0.91 2.84 0.0922
H -0.510 -1.516 -2.589 1.14 1.10 -0.66 0.0782
```
Positions in Å, forces in eV/Å.

Calculated values
LUMO level (spin up / spin down) (eV): 0.61 / -2.34
Multiplicity: 3
E_HOMO (spin up / spin down) (eV): -6.3 / -8.6

Listing DFT total energy for the structures above in their given order: -5121.02148, -3185.26671, -5319.23023, -233.56524, -358.28716, -892.59756 hartree.
Listing molecular weight for the structures above in their given order: 650.71, 775.63, 592.13, 74.12, 102.12, 174.23 g mol⁻¹.